1.
Entry from OMol25: a structure of composition C27H24ClF10N4S2V at a distorted geometry (the ωB97M-V functional and the def2-TZVPD basis).

Cartesian coordinates (Å):
V (-0.33, 0.06, -0.23)
C (0.76, 2.86, -0.77)
N (0.72, 1.90, 0.35)
C (2.09, 1.58, 0.80)
C (3.04, 1.18, -0.32)
N (2.47, 0.11, -1.10)
C (3.30, -0.70, -1.73)
C (2.80, -1.87, -2.41)
F (1.48, -2.08, -2.47)
C (3.59, -2.81, -3.03)
F (3.02, -3.88, -3.62)
C (4.97, -2.68, -3.08)
F (5.75, -3.63, -3.66)
C (5.51, -1.55, -2.51)
F (6.84, -1.35, -2.58)
C (4.72, -0.60, -1.90)
F (5.39, 0.52, -1.49)
C (0.00, 2.56, 1.46)
C (0.03, 1.77, 2.75)
N (-0.47, 0.41, 2.55)
C (-0.39, -0.41, 3.61)
C (0.07, -0.12, 4.95)
F (0.39, 1.14, 5.36)
C (0.19, -1.05, 5.96)
F (0.65, -0.65, 7.17)
C (-0.14, -2.37, 5.78)
F (-0.01, -3.28, 6.78)
C (-0.63, -2.72, 4.54)
F (-0.99, -4.00, 4.32)
C (-0.75, -1.80, 3.53)
F (-1.23, -2.29, 2.37)
H (1.33, 3.75, -0.47)
H (-0.26, 3.15, -1.02)
H (1.21, 2.40, -1.64)
H (2.04, 0.76, 1.52)
H (2.51, 2.47, 1.30)
H (3.98, 0.91, 0.18)
H (3.26, 2.06, -0.94)
H (-1.03, 2.70, 1.13)
H (0.45, 3.55, 1.63)
H (-0.60, 2.33, 3.46)
H (1.04, 1.79, 3.14)
C (-1.93, 1.68, -4.54)
C (-1.87, 1.52, -3.03)
S (-0.57, 0.44, -2.52)
C (-2.73, 2.17, -2.22)
C (-3.81, 3.07, -2.79)
S (-2.69, 2.11, -0.48)
H (-1.10, 1.14, -4.99)
H (-1.86, 2.73, -4.83)
H (-2.86, 1.28, -4.96)
H (-3.99, 2.91, -3.85)
H (-3.55, 4.12, -2.63)
H (-4.75, 2.89, -2.25)
C (0.55, -1.74, 0.34)
H (0.87, -1.51, 1.37)
H (1.43, -2.05, -0.22)
H (-0.13, -2.59, 0.40)
Cl (-3.80, -3.69, -2.33)
C (-3.51, -2.47, -1.11)
C (-4.49, -2.16, -0.19)
C (-4.19, -1.20, 0.75)
C (-2.94, -0.59, 0.74)
N (-2.01, -0.89, -0.18)
C (-2.29, -1.82, -1.09)
H (-5.45, -2.66, -0.21)
H (-4.91, -0.91, 1.50)
H (-2.66, 0.14, 1.47)
H (-1.53, -2.04, -1.83)

Summary:
Charge = -2
LUMO (alpha / beta) = 4.208 / 4.207 eV
Spin multiplicity = 3
Kohn-Sham gap (alpha / beta) = 5.192 / 5.329 eV
DFT total energy = -121402.444 eV

***

2.
Entry from OMol25: the molecule C4H5NO5S at a distorted geometry (the ωB97M-V functional and the def2-TZVPD basis).

Cartesian coordinates (Å):
C (0.51, -0.90, -0.99)
C (1.48, -0.26, 0.06)
C (0.89, 0.89, 0.71)
C (-0.91, -0.46, -0.80)
N (-1.60, -1.08, 0.40)
O (-2.76, -1.36, 0.35)
O (0.88, -1.82, -1.73)
O (-0.88, -1.23, 1.34)
O (-0.12, 2.14, -1.33)
O (-1.44, 1.91, 0.76)
S (-0.55, 1.40, -0.22)
H (1.77, -1.03, 0.73)
H (2.36, -0.04, -0.37)
H (0.25, 0.59, 1.66)
H (1.66, 1.70, 1.09)
H (-1.55, -0.44, -1.67)

Summary:
LUMO = -0.854 eV
SMILES string = O=C1CCS(=O)(=O)[C@@H]1[N+](=O)[O-]
Spin multiplicity = 1
Kohn-Sham gap = 10.058 eV
DFT total energy = -26786.599 eV

***

3.
Entry from OMol25: a structure of composition C9H21BMgNO8S at a distorted geometry (the ωB97M-V functional and the def2-TZVPD basis).

Cartesian coordinates (Å):
C (1.38, -0.10, -1.62)
C (0.70, 1.04, -2.34)
S (-0.29, 2.16, -1.31)
C (-1.55, 1.10, -0.63)
B (-2.77, 1.14, -1.76)
O (-3.59, 2.30, -1.49)
O (-2.13, 1.20, -3.16)
C (-2.50, 0.02, -3.85)
C (-2.91, -0.92, -2.72)
O (-3.58, -0.10, -1.80)
H (0.67, -0.82, -1.20)
H (2.04, 0.25, -0.83)
H (2.00, -0.64, -2.35)
H (1.49, 1.68, -2.76)
H (0.09, 0.66, -3.16)
H (-1.11, 0.14, -0.39)
H (-1.88, 1.55, 0.31)
H (-4.50, 2.07, -1.68)
H (-1.68, -0.37, -4.45)
H (-3.36, 0.22, -4.50)
H (-2.00, -1.34, -2.26)
H (-3.54, -1.76, -3.03)
Mg (-1.02, 3.19, -3.52)
C (1.17, 0.57, 4.36)
C (1.21, -0.07, 3.00)
O (2.09, 0.19, 2.19)
N (0.23, -0.96, 2.70)
C (-0.86, -1.40, 3.52)
H (2.04, 1.23, 4.44)
H (0.26, 1.15, 4.50)
H (1.24, -0.18, 5.14)
H (0.34, -1.38, 1.79)
H (-0.79, -2.47, 3.71)
H (-1.82, -1.19, 3.04)
H (-0.84, -0.89, 4.47)
C (3.09, -2.87, 3.38)
O (2.01, -3.44, 3.11)
O (4.14, -3.09, 2.72)
O (3.19, -2.06, 4.35)
O (4.14, 1.32, -2.19)
H (4.68, 0.67, -1.75)
H (4.53, 2.17, -1.97)

Summary:
Charge = -1
LUMO = -1.259 eV
Spin multiplicity = 1
Kohn-Sham gap = 1.366 eV
DFT total energy = -44500.784 eV

***

4.
Entry from OMol25: a structure of composition C24H35BrIrN2O5Sb at a distorted geometry (the ωB97M-V functional and the def2-TZVPD basis).

Cartesian coordinates (Å):
Ir (0.47, 0.27, 1.03)
O (2.58, 3.48, -1.16)
C (2.06, 2.45, -0.53)
O (0.87, 2.22, -0.44)
C (3.03, 1.53, 0.08)
C (4.39, 1.73, 0.16)
C (5.17, 0.78, 0.83)
C (4.56, -0.33, 1.38)
C (3.19, -0.47, 1.25)
N (2.44, 0.43, 0.61)
C (2.41, -1.62, 1.78)
O (2.92, -2.54, 2.36)
O (1.12, -1.52, 1.49)
H (1.89, 4.04, -1.55)
H (4.82, 2.61, -0.28)
H (6.23, 0.93, 0.91)
H (5.11, -1.09, 1.91)
O (-0.05, 4.57, 5.62)
C (0.24, 3.74, 4.64)
C (1.25, 3.96, 3.69)
C (1.44, 3.04, 2.69)
N (0.68, 1.93, 2.57)
C (-0.25, 1.74, 3.50)
Br (-1.20, 0.13, 3.20)
C (-0.53, 2.57, 4.54)
H (0.51, 5.35, 5.63)
H (1.88, 4.84, 3.74)
H (2.22, 3.18, 1.96)
H (-1.30, 2.36, 5.26)
C (-3.48, 0.28, 0.31)
C (-2.83, 0.22, -1.07)
C (-2.41, 1.63, -1.51)
C (-3.76, -0.42, -2.09)
Sb (-0.95, -0.92, -0.87)
C (-1.43, -3.05, -0.09)
C (-2.66, -3.46, -0.88)
C (-1.68, -2.84, 1.39)
C (-0.19, -3.86, -0.39)
C (0.11, -0.91, -2.80)
C (-0.89, -1.11, -3.94)
C (1.16, -2.01, -2.79)
C (0.81, 0.44, -2.92)
H (-4.41, 0.86, 0.23)
H (-2.85, 0.78, 1.04)
H (-3.75, -0.71, 0.69)
H (-3.28, 2.29, -1.46)
H (-2.05, 1.64, -2.54)
H (-1.63, 2.05, -0.86)
H (-4.65, 0.22, -2.16)
H (-4.10, -1.40, -1.79)
H (-3.33, -0.48, -3.08)
H (-3.54, -2.87, -0.60)
H (-2.90, -4.50, -0.63)
H (-2.51, -3.41, -1.95)
H (-2.49, -2.14, 1.59)
H (-0.78, -2.54, 1.91)
H (-1.99, -3.80, 1.82)
H (-0.08, -4.06, -1.45)
H (-0.29, -4.83, 0.11)
H (0.71, -3.40, 0.00)
H (-1.48, -2.02, -3.83)
H (-0.33, -1.20, -4.87)
H (-1.56, -0.26, -4.05)
H (0.72, -3.00, -2.90)
H (1.77, -2.00, -1.88)
H (1.83, -1.86, -3.64)
H (0.14, 1.29, -2.80)
H (1.26, 0.51, -3.92)
H (1.61, 0.52, -2.19)

Summary:
Charge = +2
LUMO (alpha / beta) = -7.029 / -7.030 eV
Spin multiplicity = 1
Kohn-Sham gap (alpha / beta) = 7.097 / 7.096 eV
DFT total energy = -118078.036 eV

***

5.
Entry from OMol25: a structure of composition C30H73As2N6O7P2ReSSi3 (the ωB97M-V functional and the def2-TZVPD basis).

Cartesian coordinates (Å):
Re (1.36, -0.28, -1.45)
N (0.73, -0.12, 0.59)
N (0.58, 1.19, 1.12)
C (0.44, 2.16, 0.27)
N (0.07, 3.36, 0.64)
S (0.68, 1.81, -1.45)
H (-0.31, -0.51, 0.55)
H (1.22, -0.67, 1.29)
H (-0.02, 1.24, 1.97)
H (-0.32, 3.50, 1.57)
H (-0.13, 4.06, -0.06)
C (-3.91, 4.52, 0.45)
C (-3.89, 3.03, 0.20)
C (-5.21, 2.35, 0.48)
O (-2.78, 2.43, 0.97)
P (-2.71, 1.90, 2.44)
O (-1.30, 1.90, 2.92)
C (-3.40, 0.24, 2.49)
P (-2.99, -0.93, 1.18)
O (-1.69, -0.67, 0.47)
O (-2.92, -2.38, 1.80)
C (-3.78, -2.93, 2.88)
C (-4.18, -4.32, 2.45)
C (-2.98, -2.94, 4.16)
O (-4.19, -0.77, 0.23)
C (-5.14, -1.58, -0.55)
C (-6.37, -1.81, 0.31)
C (-4.50, -2.85, -1.06)
O (-3.69, 2.73, 3.33)
C (-3.36, 3.42, 4.60)
C (-3.77, 4.86, 4.45)
C (-4.10, 2.70, 5.71)
H (-4.57, 5.00, -0.27)
H (-2.92, 4.95, 0.34)
H (-4.29, 4.73, 1.45)
H (-3.58, 2.82, -0.83)
H (-5.52, 2.50, 1.51)
H (-5.15, 1.28, 0.26)
H (-5.97, 2.79, -0.17)
H (-4.49, 0.31, 2.52)
H (-3.09, -0.16, 3.46)
H (-4.65, -2.28, 2.96)
H (-3.29, -4.92, 2.26)
H (-4.80, -4.31, 1.56)
H (-4.75, -4.80, 3.25)
H (-2.13, -3.63, 4.08)
H (-3.61, -3.29, 4.98)
H (-2.59, -1.96, 4.44)
H (-5.39, -0.92, -1.38)
H (-6.19, -2.55, 1.09)
H (-7.18, -2.18, -0.32)
H (-6.70, -0.88, 0.77)
H (-4.06, -3.43, -0.25)
H (-3.73, -2.62, -1.80)
H (-5.26, -3.46, -1.55)
H (-2.28, 3.32, 4.74)
H (-4.83, 4.93, 4.20)
H (-3.19, 5.36, 3.67)
H (-3.61, 5.39, 5.38)
H (-5.18, 2.74, 5.54)
H (-3.88, 3.17, 6.66)
H (-3.79, 1.65, 5.77)
C (1.81, -4.06, -2.24)
As (0.52, -2.78, -1.58)
C (-0.15, -3.64, 0.01)
C (-0.87, -2.91, -2.91)
H (1.28, -5.01, -2.26)
H (2.67, -4.15, -1.58)
H (2.13, -3.80, -3.25)
H (-0.64, -4.57, -0.30)
H (-0.87, -3.01, 0.51)
H (0.68, -3.89, 0.67)
H (-1.20, -3.95, -2.95)
H (-0.45, -2.62, -3.87)
H (-1.68, -2.25, -2.65)
C (6.48, -1.53, 0.65)
Si (4.94, -2.07, -0.24)
C (5.39, -3.10, -1.71)
C (3.72, -2.81, 0.96)
As (3.87, -0.05, -1.13)
Si (4.40, 1.75, 0.46)
C (3.78, 3.31, -0.34)
C (3.60, 1.33, 2.10)
C (6.24, 1.85, 0.64)
Si (4.85, 0.57, -3.28)
C (6.63, 0.97, -2.91)
C (4.75, -0.93, -4.38)
C (3.90, 2.05, -3.89)
H (7.02, -2.47, 0.83)
H (6.29, -1.09, 1.63)
H (7.14, -0.89, 0.08)
H (5.53, -4.14, -1.39)
H (6.36, -2.77, -2.10)
H (4.68, -3.10, -2.53)
H (4.05, -3.81, 1.24)
H (2.70, -2.88, 0.58)
H (3.70, -2.22, 1.88)
H (2.83, 3.24, -0.87)
H (4.52, 3.69, -1.05)
H (3.67, 4.08, 0.44)
H (2.78, 2.01, 2.34)
H (4.36, 1.45, 2.88)
H (3.23, 0.31, 2.17)
H (6.82, 1.66, -0.27)
H (6.62, 1.22, 1.43)
H (6.44, 2.89, 0.93)
H (7.15, 0.20, -2.35)
H (6.76, 1.93, -2.41)
H (7.14, 1.05, -3.88)
H (5.59, -1.60, -4.18)
H (4.87, -0.60, -5.41)
H (3.83, -1.50, -4.29)
H (4.32, 2.97, -3.49)
H (2.83, 2.04, -3.66)
H (3.99, 2.09, -4.98)
N (1.58, 0.29, -5.58)
C (0.87, 0.27, -4.45)
O (1.36, -0.47, -3.47)
C (-0.31, 0.99, -4.34)
C (-0.67, 1.90, -5.37)
N (-0.95, 2.65, -6.20)
C (-1.28, 0.67, -3.35)
N (-2.07, 0.48, -2.53)
H (2.48, -0.15, -5.63)
H (1.20, 0.71, -6.42)

Summary:
Charge = +3
LUMO (alpha / beta) = -10.074 / -9.717 eV
Spin multiplicity = 2
Kohn-Sham gap (alpha / beta) = 5.155 / 5.508 eV
DFT total energy = -232406.393 eV

***

6.
Entry from OMol25: a structure of composition C3H9N2P3 at a distorted geometry (the ωB97M-V functional and the def2-TZVPD basis).

Cartesian coordinates (Å):
C (2.81, 0.69, -0.60)
C (2.38, -0.44, 0.34)
C (1.49, 0.00, -0.79)
N (-2.58, -0.98, 0.74)
N (-3.05, 1.39, -0.67)
P (0.00, 0.92, -0.37)
P (-0.93, -0.62, 0.76)
P (-3.46, 0.23, 0.20)
H (2.90, 1.71, -0.26)
H (3.67, 0.40, -1.32)
H (2.95, -1.33, 0.14)
H (2.08, -0.42, 1.46)
H (1.28, -0.67, -1.71)
H (-3.60, 2.15, -1.03)
H (-0.39, -1.86, 0.58)
H (-0.84, -0.98, 2.15)
H (-4.70, -0.21, 0.39)

Summary:
LUMO = -0.345 eV
Spin multiplicity = 1
Kohn-Sham gap = 6.408 eV
DFT total energy = -34099.009 eV

***

7.
Entry from OMol25: a structure of composition C23H39F4N2O9STl at a distorted geometry (the ωB97M-V functional and the def2-TZVPD basis).

Cartesian coordinates (Å):
Tl (0.37, -3.72, 3.88)
C (0.91, 0.84, 0.85)
F (1.13, 1.43, 2.00)
F (-0.39, 0.87, 0.53)
F (1.57, 1.47, -0.12)
S (1.46, -0.96, 0.90)
O (0.83, -1.57, 2.06)
O (0.94, -1.47, -0.38)
O (2.91, -0.93, 0.96)
N (-2.61, -2.29, -0.63)
C (-2.23, -1.32, -1.49)
C (-3.09, -0.59, -2.29)
C (-4.45, -0.91, -2.26)
C (-4.87, -1.85, -1.34)
C (-3.91, -2.48, -0.50)
H (-1.18, -1.05, -1.37)
H (-2.73, 0.09, -3.04)
H (-5.16, -0.45, -2.93)
H (-5.90, -2.18, -1.31)
H (-4.26, -3.23, 0.19)
N (-5.77, 1.98, 1.58)
C (-5.28, 3.12, 2.07)
C (-3.97, 3.57, 1.84)
C (-3.09, 2.76, 1.18)
C (-3.56, 1.54, 0.70)
C (-4.92, 1.22, 0.89)
H (-5.99, 3.79, 2.54)
H (-3.64, 4.55, 2.18)
H (-2.03, 2.96, 1.07)
H (-2.89, 0.84, 0.22)
H (-5.44, 0.32, 0.55)
C (6.41, -1.03, -0.02)
O (5.28, -1.83, -0.35)
H (6.27, -0.67, 1.01)
H (7.31, -1.62, -0.15)
H (6.44, -0.17, -0.69)
H (4.53, -1.60, 0.22)
C (2.94, -2.78, -2.81)
O (1.68, -3.12, -2.34)
H (3.62, -2.62, -1.97)
H (3.29, -3.59, -3.45)
H (2.98, -1.87, -3.44)
H (1.34, -2.57, -1.60)
C (-2.41, -1.10, 2.73)
O (-1.96, -1.89, 3.83)
H (-2.48, -1.69, 1.81)
H (-3.42, -0.70, 2.87)
H (-1.73, -0.27, 2.55)
H (-2.69, -1.87, 4.46)
C (0.47, 0.07, 5.31)
O (0.96, -1.25, 5.45)
H (0.05, 0.46, 6.23)
H (1.23, 0.76, 4.93)
H (-0.35, 0.08, 4.59)
H (1.52, -1.30, 6.23)
C (1.54, 5.02, -1.85)
O (0.29, 5.74, -1.88)
H (2.03, 5.17, -2.81)
H (2.15, 5.44, -1.04)
H (1.24, 4.02, -1.56)
H (0.47, 6.67, -2.05)
C (4.42, -2.79, 4.32)
O (3.21, -2.53, 3.63)
H (5.15, -3.27, 3.67)
H (4.89, -1.90, 4.77)
H (4.26, -3.44, 5.19)
H (3.42, -1.93, 2.91)
F (1.24, -1.45, -5.73)
C (0.81, -0.32, -5.25)
C (0.45, -0.27, -3.90)
C (-0.15, 0.87, -3.41)
C (-0.38, 1.95, -4.26)
C (0.04, 1.91, -5.64)
C (0.63, 0.77, -6.11)
H (0.61, -1.12, -3.25)
H (-0.42, 0.95, -2.36)
H (-0.84, 2.86, -3.92)
H (-0.16, 2.74, -6.30)
H (1.05, 0.72, -7.11)

Summary:
Charge = +2
LUMO = -11.987 eV
Spin multiplicity = 1
Kohn-Sham gap = 1.915 eV
DFT total energy = -72266.607 eV

***

8.
Entry from OMol25: a structure of composition CH2F13K2N5O24S11 at a distorted geometry (the ωB97M-V functional and the def2-TZVPD basis).

Cartesian coordinates (Å):
K (3.07, 2.15, -1.48)
K (-3.16, 5.77, -4.16)
N (0.94, -5.87, 4.18)
S (0.55, -6.85, 5.52)
O (1.11, -8.18, 5.64)
O (-0.73, -6.51, 6.17)
F (1.62, -6.12, 6.51)
S (0.02, -6.56, 3.29)
O (-1.28, -5.98, 3.18)
O (0.18, -7.99, 3.01)
F (0.71, -5.96, 1.93)
N (2.13, 1.63, 5.53)
S (2.41, 2.27, 7.05)
O (3.06, 3.54, 7.27)
O (2.51, 1.24, 8.03)
F (0.95, 2.71, 7.34)
S (3.57, 1.73, 5.11)
O (4.56, 0.87, 5.74)
O (3.98, 3.03, 4.49)
F (3.35, 0.83, 3.81)
N (0.13, -0.24, -1.68)
S (-1.51, 0.35, -1.64)
O (-2.05, 0.89, -0.35)
O (-2.42, -0.26, -2.56)
F (-1.18, 1.71, -2.42)
S (-0.20, -1.37, -0.75)
O (-1.29, -2.28, -1.16)
O (0.10, -1.13, 0.67)
F (1.10, -2.28, -1.06)
N (-5.78, -7.31, -1.72)
S (-7.38, -6.84, -2.09)
O (-7.71, -6.66, -3.54)
O (-8.22, -6.20, -1.06)
F (-7.88, -8.39, -1.94)
S (-5.39, -5.93, -1.31)
O (-5.80, -5.57, 0.03)
O (-5.20, -4.99, -2.37)
F (-3.82, -6.28, -1.09)
N (3.54, 4.37, -4.84)
S (2.36, 4.88, -5.59)
O (2.48, 5.05, -7.04)
O (1.43, 5.66, -4.84)
F (1.63, 3.48, -5.45)
S (4.44, 5.78, -5.08)
O (4.04, 6.98, -4.34)
O (5.12, 5.88, -6.40)
F (5.66, 5.28, -4.22)
C (1.11, 7.87, 0.13)
F (1.96, 8.80, 0.62)
F (-0.21, 8.05, 0.44)
F (1.32, 7.83, -1.20)
S (1.58, 6.11, 0.69)
O (3.04, 5.95, 0.42)
O (1.32, 6.10, 2.16)
O (0.72, 5.13, -0.09)
O (-1.92, -2.34, -5.75)
H (-2.48, -1.86, -5.13)
H (-2.17, -1.99, -6.60)

Summary:
Charge = -4
LUMO = 2.406 eV
Spin multiplicity = 1
Kohn-Sham gap = 4.209 eV
DFT total energy = -244815.553 eV